Entry 1:
A structure of composition C56H45F4IKN4O6SSb, computed with ωB97M-V/def2-TZVPD.

Calculated values
Calculated total energy (eV): -129712.7673
Lowest unoccupied orbital energy (eV): 3.072
Energy relative to the best compared isomer or geometry (same formula, charge and spin) (kJ/mol): 716.81
Kohn-Sham gap (eV): 3.087
Total charge: -2

Last column: Mulliken charge in e.
Element x y z (Å)
I (0.7131, 4.2178, 1.5712)  -0.675
Sb (2.8116, 3.2564, -0.4721)  0.286
K (-1.4228, -0.6123, 0.7368)  1.372
S (-1.2022, -0.1799, -3.4595)  0.004
F (-0.0813, -4.7229, 1.2850)  -0.341
F (2.3491, 9.6829, -0.1963)  -0.356
F (6.6917, 2.7583, -5.4238)  -0.353
F (7.1591, 3.7966, 4.0079)  -0.360
O (-1.4411, -0.4221, -1.9782)  -0.086
O (-0.5372, -5.5179, -1.2857)  -0.700
O (-2.4744, -2.9424, 1.4786)  -0.112
O (1.9859, 1.3271, -0.8446)  -0.693
O (0.9742, 0.1825, 0.8493)  -0.488
O (2.2481, -2.2101, -2.8821)  -0.655
N (-3.5608, 0.9404, 1.7821)  0.071
N (1.8407, -2.2240, -0.6155)  0.294
N (1.0792, -3.9699, -2.0144)  0.028
N (-1.5230, 0.1886, 4.0564)  -0.311
C (5.0473, 3.8362, -2.3818)  -0.535
C (1.2572, -2.9425, 0.3912)  -0.072
C (-4.8528, -6.7528, 3.6663)  -0.247
C (-2.1233, -1.5576, -4.0916)  0.506
C (2.9252, 5.5715, -0.4702)  -0.211
C (-3.9370, 2.7777, -3.6808)  -0.726
C (3.9701, 2.8778, 2.4406)  -0.022
C (6.6103, 3.2893, 1.6411)  -0.918
C (-3.7982, -4.8985, 1.9478)  -0.006
C (-5.7214, -6.1337, 2.7482)  -0.815
C (-2.3002, -3.3641, -5.6862)  -0.897
C (-4.9059, 1.1589, 1.5563)  -0.673
C (0.2474, -4.5798, -1.0895)  0.002
C (-3.8523, -3.2260, -3.8125)  -0.706
C (0.9232, -4.0297, 5.4026)  -0.497
C (1.7380, -3.0121, 5.8425)  -0.768
C (0.3994, -3.9983, 0.2328)  0.636
C (-3.6565, 3.2135, -5.0049)  -0.357
C (3.6867, 2.1653, -3.4250)  -0.315
C (2.1184, 7.6016, -1.4511)  -0.672
C (1.3436, -1.6402, 5.6325)  -0.266
C (-2.1221, 1.4271, -5.3572)  -0.318
C (-2.8570, 2.4674, -5.8793)  -0.782
C (6.2203, 3.3213, 3.0088)  0.485
C (3.2268, 7.6633, 0.7346)  -0.555
C (2.6223, -0.9596, -0.4373)  -0.983
C (-0.2441, -3.7137, 4.6237)  -0.197
C (3.3518, 6.2861, 0.6173)  0.206
C (-3.2593, 1.6306, -3.2439)  0.013
C (-2.3666, 0.9899, -4.0558)  0.420
C (1.8122, 0.2452, -0.0447)  0.642
C (4.9222, 3.0556, 3.3890)  -0.654
C (-1.9681, 1.3112, 3.6700)  -0.189
C (-4.4682, 2.0404, 3.5842)  -0.730
C (-5.1888, -5.2516, 1.8917)  -0.267
C (5.8010, 2.8561, -4.4003)  0.460
C (-3.4872, -4.0746, -0.4519)  -0.654
C (3.9623, 3.0064, -2.3721)  0.013
C (-1.5704, -2.2519, -5.1614)  0.061
C (-3.3663, -3.8357, -4.9473)  -0.321
C (1.7537, -2.7228, -1.9117)  0.298
C (-2.9597, -5.5783, 2.8260)  -0.039
C (5.6476, 2.7852, 0.7726)  -0.119
C (0.2356, -1.2947, 4.9834)  0.135
C (-3.1984, -3.8686, 1.0573)  0.222
C (4.2780, 2.6763, 1.1584)  0.110
C (-5.4519, 1.9134, 2.5858)  -0.622
C (4.6170, 2.1314, -4.4713)  -0.431
C (-3.5288, -6.5093, 3.7831)  -0.910
C (-0.5097, -2.3933, 4.4204)  0.068
C (2.3786, 6.2500, -1.5180)  -0.496
C (-0.2458, 0.1219, 4.7553)  -0.811
C (2.5850, 8.3268, -0.3032)  0.463
C (-3.3139, 1.4280, 3.0400)  -0.006
C (-3.2438, -2.0134, -3.4229)  -0.212
C (6.0725, 3.7221, -3.3111)  -0.670
H (7.5645, 3.5634, 1.2491)  0.486
H (-3.7783, -4.8168, -5.2508)  0.295
H (2.1036, 5.7407, -2.4357)  0.283
H (-1.8669, -5.5655, 2.7900)  0.565
H (-6.6707, -6.5018, 2.5234)  0.410
H (1.5024, 8.0535, -2.1962)  0.381
H (-5.8594, -4.9111, 1.1079)  0.304
H (-3.5581, 1.1063, -2.3141)  0.249
H (-4.7323, 3.1736, -3.0292)  0.384
H (-2.6407, -3.5459, -0.9980)  -0.179
H (1.5270, -2.4720, 1.3811)  0.466
H (5.1490, 4.5076, -1.5310)  0.394
H (-1.4692, 2.3034, 3.9053)  0.307
H (-6.4440, 2.2849, 2.5533)  0.414
H (5.9525, 2.5766, -0.2917)  0.431
H (2.9190, 2.8170, 2.7178)  -0.052
H (7.0114, 4.3412, -3.2708)  0.334
H (2.7394, -3.2158, 6.2697)  0.320
H (-0.5379, -1.9898, -5.5007)  0.377
H (3.9602, 5.7338, 1.3444)  0.048
H (-2.7194, 2.7058, -6.9207)  0.372
H (3.4961, 8.1094, 1.6723)  0.381
H (-5.2567, -7.4951, 4.3222)  0.339
H (-4.5519, -3.7481, -3.2077)  0.435
H (-3.4230, -5.1342, -0.8216)  0.336
H (-0.8253, -4.4545, 4.1496)  0.252
H (-1.9760, -3.8998, -6.5903)  0.350
H (-5.2424, 0.9558, 0.5447)  0.346
H (-3.5321, -1.3725, -2.5591)  0.185
H (3.4940, -1.0671, 0.2975)  0.192
H (-1.3565, 0.9222, -5.8683)  0.485
H (-4.1362, 4.1213, -5.3730)  0.351
H (2.8580, 1.4948, -3.5415)  0.511
H (1.1161, -5.0637, 5.7591)  0.317
H (4.4009, 1.4630, -5.3458)  0.288
H (4.5612, 3.0917, 4.4278)  0.361
H (-1.2597, -2.2483, 3.6599)  0.477
H (-2.8909, -7.0278, 4.5350)  0.363
H (-0.3282, 0.6161, 5.6959)  0.543
H (3.0716, -0.8077, -1.4176)  0.354
H (1.9892, -0.8271, 5.9279)  0.405
H (1.0972, -4.2532, -2.9713)  0.253
H (0.5892, 0.6629, 4.2339)  0.103
H (-4.4500, -3.6436, -0.8085)  0.526
H (-4.4625, 2.6225, 4.5602)  0.264

Entry 2:
The ion C2H8IN2 with charge +1, computed with ωB97M-V/def2-TZVPD.

Calculated values
Calculated total energy (eV): -13272.4089
Spin multiplicity: 3
Lowest unoccupied orbital energy (alpha / beta) (eV): -3.126 / -7.927
⟨S²⟩: 2.0047
Energy relative to the best compared isomer or geometry (same formula, charge and spin) (kJ/mol): 242.73
Kohn-Sham gap (alpha / beta) (eV): 6.785 / 6.157
Total charge: +1

Last column: natural (NBO) charge in e.
Element x y z (Å)
I (-2.4434, 1.6473, 0.3675)  0.474
N (-0.3370, 0.1941, -1.4581)  -0.864
N (-0.1975, -0.2107, 0.8058)  -0.560
C (1.1674, -0.8028, 0.6126)  -0.445
C (-0.5493, 0.8091, -0.2436)  -0.204
H (-1.0111, -0.8044, 0.8562)  0.420
H (-0.2581, 0.2897, 1.6992)  0.431
H (1.5874, -1.2259, 1.5232)  0.252
H (1.1520, -1.7335, -0.1030)  0.251
H (-0.9703, -0.5413, -1.5992)  0.368
H (-0.2559, 0.8387, -2.2423)  0.417
H (0.4140, 1.7044, -0.1859)  0.209
H (1.7018, -0.1647, -0.0324)  0.251

Entry 3:
A cluster of 3 separate species, C3H7O2 in total, computed with ωB97M-V/def2-TZVPD.

Calculated values
Calculated total energy (eV): -7317.2333
Lowest unoccupied orbital energy (eV): 4.132
Energy relative to the best compared isomer or geometry (same formula, charge and spin) (kJ/mol): 358.77
Kohn-Sham gap (eV): 6.519
Total charge: -1

Last column: natural (NBO) charge in e.
Element x y z (Å)
O (0.4435, -2.5538, 0.0342)  -0.558
O (-1.4802, 1.5257, 2.2142)  -0.811
C (-0.4866, 1.8446, 0.0975)  -0.820
C (-1.2086, 1.1070, 1.0356)  0.213
C (0.4683, -1.3780, 0.2669)  0.286
H (-0.4694, 1.5338, -0.9418)  0.158
H (0.2203, -0.5513, -0.4193)  0.135
H (2.1126, -2.0948, -2.5182)  -0.012
H (1.6547, -1.5201, -2.4158)  0.011
H (-1.7033, 0.1015, 0.9939)  0.099
H (0.7105, -0.8974, 1.2991)  0.110
H (-0.2617, 2.8828, 0.3539)  0.188

Entry 4:
A structure of composition C29H45Cl2N2PReS, computed with ωB97M-V/def2-TZVPD.

Calculated values
Calculated total energy (eV): -81082.9653
Spin multiplicity: 4
Lowest unoccupied orbital energy (alpha / beta) (eV): -0.631 / -1.871
⟨S²⟩: 3.7764
Energy relative to the best compared isomer or geometry (same formula, charge and spin) (kJ/mol): 0.00
Kohn-Sham gap (alpha / beta) (eV): 6.351 / 5.142

Last column: Mulliken charge in e.
Element x y z (Å)
Re (0.1458, -0.9823, 1.8959)  0.710
Cl (1.7811, 0.2577, 0.8130)  -0.488
Cl (-1.8199, 0.1315, 1.1708)  -0.530
S (0.7443, -2.5221, 3.2030)  -0.375
P (-0.1563, 0.8538, -2.7450)  0.248
N (0.1612, 1.8734, 3.0566)  0.286
N (-0.1530, 0.6073, 4.7749)  0.287
C (-3.2928, -1.6399, -3.9462)  -0.929
C (2.5630, 0.1460, -5.9218)  -0.836
C (-0.0720, 2.6841, -2.6854)  0.371
C (1.3576, 4.7328, -2.1087)  -0.969
C (0.1987, 0.5712, 3.4590)  -0.261
C (-3.9606, -0.8364, -5.0683)  -0.707
C (-1.2019, 3.2565, -1.8067)  -0.535
C (-2.3812, 1.1418, -4.5829)  -0.464
C (1.2204, 0.5632, -5.2879)  -0.739
C (2.5527, -4.6054, -0.1342)  -0.767
C (1.8694, -3.3963, -0.0827)  -0.093
C (-0.1057, 2.7170, 4.1254)  -0.602
C (-0.2936, 1.9183, 5.2073)  -0.172
C (-3.8228, 0.6812, -4.8775)  -0.918
C (2.9471, -1.3138, -5.6400)  -0.728
C (-0.2604, -4.6057, -0.2195)  -0.363
C (1.2909, 3.2000, -2.1810)  -0.657
C (-1.1754, 4.7904, -1.7368)  -0.931
C (1.2666, 0.2612, -3.7903)  0.131
C (-0.2262, -2.1474, 0.3118)  -0.632
C (-1.8611, -1.1710, -3.6691)  -0.608
C (2.8437, -1.6828, -4.1541)  -0.793
C (-0.2421, -0.5226, 5.6837)  -0.849
C (0.1882, 5.3799, -1.3621)  -0.592
C (1.5200, -1.2360, -3.5295)  -0.400
C (1.8387, -5.8100, -0.2048)  -0.397
C (0.4316, -5.8006, -0.2763)  -0.540
C (-1.8259, 0.3429, -3.4010)  0.186
C (0.4585, -3.3880, -0.0618)  0.723
H (1.4701, 2.7764, -1.1786)  0.063
H (-0.4674, -0.1446, 6.6927)  0.273
H (3.6489, -4.6047, -0.1251)  0.385
H (-0.4710, 2.1636, 6.2334)  0.389
H (-1.2327, -1.4054, -4.5394)  0.221
H (2.2942, 5.0222, -1.6273)  0.400
H (3.3544, 0.7854, -5.5094)  0.345
H (3.6681, -1.2092, -3.6048)  0.382
H (-0.1094, -6.7428, -0.3782)  0.371
H (2.5470, 0.3264, -7.0014)  0.391
H (2.9525, -2.7662, -4.0270)  0.382
H (-0.2175, 2.9560, -3.7456)  0.468
H (-4.2182, 1.2083, -5.7519)  0.382
H (1.0363, 1.6329, -5.4657)  0.300
H (2.1330, 0.8202, -3.3889)  0.386
H (-1.3472, -4.5705, -0.2358)  0.423
H (3.9693, -1.5076, -5.9924)  0.381
H (1.4037, 5.1398, -3.1268)  0.383
H (-1.1556, -1.9918, -0.2560)  0.252
H (-1.9220, 5.1228, -1.0110)  0.390
H (-2.1882, 2.9366, -2.1680)  0.359
H (-3.5024, -1.1166, -6.0263)  0.322
H (-1.0921, 2.8389, -0.7927)  0.060
H (0.7036, -1.0723, 5.7016)  0.348
H (-1.0405, -1.2181, 5.3900)  0.307
H (1.5140, -1.4405, -2.4485)  -0.260
H (0.3456, 5.2536, -0.2815)  0.277
H (0.1835, 6.4599, -1.5522)  0.335
H (-4.4518, 0.9689, -4.0231)  0.366
H (2.3819, -6.7525, -0.2223)  0.374
H (-0.1091, 3.7873, 4.0410)  0.423
H (2.2861, -1.9715, -6.2200)  0.311
H (0.3152, 2.2025, 2.1020)  0.101
H (2.1064, 2.8420, -2.8212)  0.309
H (-2.3835, 2.2191, -4.3588)  0.296
H (2.3889, -2.4439, 0.0147)  0.324
H (0.3950, 0.0137, -5.7639)  0.238
H (-1.4480, -1.7205, -2.8114)  0.036
H (0.7031, -1.8166, -3.9761)  0.261
H (-3.8788, -1.5213, -3.0241)  0.367
H (-5.0204, -1.1100, -5.1364)  0.382
H (-2.5123, 0.5349, -2.5493)  0.497
H (-1.4894, 5.1989, -2.7065)  0.355
H (-3.2862, -2.7060, -4.1941)  0.398
H (-1.7496, 1.0069, -5.4713)  0.178

Entry 5:
A structure of composition C4H3BaO, computed with ωB97M-V/def2-TZVPD.

Calculated values
Calculated total energy (eV): -6925.6718
Lowest unoccupied orbital energy (alpha / beta) (eV): -4.954 / -4.928
Energy relative to the best compared isomer or geometry (same formula, charge and spin) (kJ/mol): 185.32
Kohn-Sham gap (alpha / beta) (eV): 4.770 / 4.913
Total charge: +1

Last column: Mulliken charge in e.
Element x y z (Å)
Ba (1.7964, 1.0806, -0.0637)  1.676
O (0.9917, -1.2243, 0.1375)  -0.702
C (-1.6689, 0.3004, -0.3378)  -0.569
C (-3.0079, -0.0549, -0.0604)  -0.147
C (-1.3085, -0.9305, -0.0926)  -0.256
C (-0.1902, -1.7237, 0.0765)  0.171
H (-0.2572, -2.8106, -0.0769)  0.308
H (-3.6942, -0.2481, -0.8906)  0.257
H (-3.4460, 0.2023, 0.9089)  0.262

Entry 6:
A structure of composition C4H9N2O2, computed with ωB97M-V/def2-TZVPD.

Calculated values
Calculated total energy (eV): -11365.2567
Lowest unoccupied orbital energy (eV): 2.624
Energy relative to the best compared isomer or geometry (same formula, charge and spin) (kJ/mol): 570.11
Kohn-Sham gap (eV): 6.184
Total charge: -1

Last column: natural (NBO) charge in e.
Element x y z (Å)
O (-2.2150, -0.3004, -1.9142)  -0.754
O (-2.1055, 1.7919, -1.0765)  -0.769
N (1.8642, -0.2838, 1.6085)  -1.056
N (-0.4467, -0.9075, 0.3075)  -0.529
C (0.5708, -0.4064, -0.4721)  0.121
C (-2.0623, 0.5420, -1.0196)  0.726
C (1.9096, -0.5256, 0.1938)  -0.308
C (-1.6664, -0.0388, 0.3661)  -0.350
H (2.6490, 0.0119, -0.3943)  0.157
H (0.5023, -0.7393, -1.5057)  0.232
H (-1.4843, 0.7183, 1.1230)  0.195
H (0.2350, 0.8458, -0.5955)  -0.034
H (2.2477, -1.5580, 0.0754)  0.212
H (-2.4757, -0.6404, 0.7993)  0.201
H (0.3659, 1.5961, -0.4537)  0.240
H (0.0245, -0.8145, 1.2392)  0.420
H (2.0869, 0.7087, 1.7187)  0.296